Below is a structure of composition C10H8F6N4O4S4SbSe4Tc in a non-equilibrium geometry, with properties calculated with ωB97M-V/def2-TZVPD.

Structure (XYZ):
```
42
Properties=species:S:1:pos:R:3
Tc 0.2898 0.1324 -0.1348
C -4.2556 -3.4301 1.7951
S -3.3201 -2.0499 2.5598
C -2.7514 -1.0691 1.2370
S -3.0272 -1.6521 -0.4435
N -2.2337 0.0470 1.5792
N -1.4710 0.7408 0.6375
C -1.7554 1.9750 0.5357
C -0.7750 2.8290 -0.0844
C -0.7895 4.2177 -0.1531
C 0.3677 4.8531 -0.5255
C 1.4625 4.1192 -0.9417
C 1.4415 2.7426 -0.8222
N 0.3304 2.1255 -0.4025
H -4.6885 -3.8031 2.7152
H -3.5548 -4.1794 1.4065
H -5.0246 -3.0845 1.1383
H -2.6844 2.3284 0.9369
H -1.7307 4.8014 0.0832
H 0.4505 5.9182 -0.5458
H 2.3378 4.6060 -1.3213
H 2.2401 2.0941 -1.1195
F 0.7602 -4.6641 -0.6124
C 1.6802 -3.7321 -0.5760
F 1.5706 -2.9154 -1.5932
F 2.8766 -4.2480 -0.5829
S 1.3814 -2.8096 0.9736
O 0.2376 -1.8834 0.6288
O 1.1519 -3.7701 1.9878
N 2.6642 -1.9445 1.2567
S 2.6547 -0.4211 0.8637
O 2.5798 -0.1223 -0.5635
O 1.5373 0.4186 1.4440
C 4.3035 0.0036 1.7265
F 4.1470 -0.0111 3.0032
F 5.1929 -0.8906 1.3714
F 4.5334 1.2135 1.2629
Se -0.1430 1.3143 -6.3882
Sb -1.2223 -0.6470 -5.7102
Se -3.9619 -0.0104 -1.4993
Se -0.5021 -0.2741 -2.2370
Se -2.3005 1.1315 -2.8860
```

Summary:
**Charge**: +2
**Frontier orbital gap (spin up / spin down)**: 5.67 / 5.63 eV
**ΔE to the lowest compared entry with this formula, charge and spin**: 0.0 kJ/mol